{
  "formula": "C4H9N",
  "method": "ωB97M-V/def2-TZVPD",
  "homo_ha": -0.312,
  "charge": 0,
  "fmax_ev_per_a": 3.170,
  "de_lowest_ev": 1.487,
  "smiles": "CN1CCC1",
  "orbital_gap_ev": 9.737,
  "species": ["C", "C", "C", "C", "H", "H", "H", "H", "H", "H", "H", "H", "H", "N"],
  "coordinates": [[-1.702725, 0.175966, 0.662768], [0.549858, 0.961061, -0.234152], [1.562229, -0.140240, -0.341538], [0.311627, -1.093861, -0.073223], [-2.274118, -0.796289, 0.880440], [-1.315803, 0.456714, 1.682780], [-2.368722, 0.947368, 0.410322], [0.484655, 1.424439, 0.786883], [0.650778, 1.883382, -0.890017], [2.087093, -0.198360, -1.333409], [2.273786, -0.151443, 0.482017], [0.194908, -1.368672, 0.976343], [0.153615, -1.952583, -0.737746], [-0.601732, 0.048270, -0.334392]],
  "forces_ev_per_angstrom": [[1.4, -1.5, 1.1], [-1.0, 2.8, 1.1], [-0.2, -1.1, -0.1], [0.3, 0.6, -0.7], [0.9, 1.3, -1.0], [0.1, -0.1, -0.6], [-1.0, 0.9, -0.6], [0.6, -0.3, -0.4], [-0.5, -1.3, 0.1], [-0.7, -0.2, 1.0], [0.2, 0.0, -0.3], [0.5, -0.4, 0.1], [0.1, 0.1, 0.3], [-0.8, -0.6, 0.0]],
  "mulliken_charge": [-0.95, -0.33, -0.50, -0.45, 0.29, 0.35, 0.33, 0.21, 0.28, 0.24, 0.22, 0.29, 0.26, -0.23]
}


{
  "formula": "C4H9N",
  "method": "ωB97M-V/def2-TZVPD",
  "homo_ha": -0.284,
  "charge": 0,
  "fmax_ev_per_a": 6.826,
  "de_lowest_ev": 12.004,
  "orbital_gap_ev": 5.933,
  "species": ["C", "N", "C", "C", "C", "H", "H", "H", "H", "H", "H", "H", "H", "H"],
  "coordinates": [[-1.843411, -0.355109, -0.310246], [2.292116, -0.092887, 0.227154], [0.855972, -0.265809, -0.224712], [-0.348598, -0.888169, 0.649286], [0.601573, 1.236367, 0.156967], [-0.141878, -1.675000, 1.209169], [-1.613809, -1.034568, -1.139354], [-2.926568, -0.157079, -0.023134], [2.754155, -0.517124, -0.509526], [0.513508, -0.327628, -1.196568], [-1.467128, -0.815954, 0.776192], [1.101911, 1.784503, -0.709185], [0.792114, 1.745870, 1.178333], [-0.569957, 1.362587, -0.084377]],
  "forces_ev_per_angstrom": [[1.1, -0.7, -0.1], [-5.8, -1.7, 1.5], [0.7, 0.8, 5.4], [2.2, 4.2, -4.9], [-1.7, 3.8, -1.8], [0.6, -3.3, 2.9], [-0.3, 0.6, 0.2], [1.9, -0.5, 0.4], [1.9, -0.5, -2.4], [0.2, -0.3, -2.5], [-2.3, -0.3, 1.0], [-0.4, -0.1, 1.6], [0.0, -1.5, -1.7], [1.8, -0.4, 0.4]],
  "mulliken_charge": [-0.93, -0.61, 0.14, -0.68, -0.82, 0.47, 0.22, 0.30, 0.25, 0.39, 0.33, 0.31, 0.29, 0.35]
}


{
  "formula": "C4H9N",
  "method": "ωB97M-V/def2-TZVPD",
  "homo_ha": -0.335,
  "charge": 0,
  "fmax_ev_per_a": 3.458,
  "de_lowest_ev": 1.306,
  "smiles": "C=C[C@H](C)N",
  "orbital_gap_ev": 10.325,
  "species": ["C", "C", "C", "C", "H", "H", "H", "H", "H", "H", "H", "H", "H", "N"],
  "coordinates": [[1.399846, -1.029355, -0.073020], [0.322630, 0.033860, -0.254561], [-0.912446, -0.179372, 0.477360], [-2.115211, -0.058168, -0.161789], [1.754478, -1.118209, 1.001041], [0.987285, -2.062918, -0.226872], [2.199059, -0.760197, -0.734593], [0.163720, 0.093703, -1.372946], [0.337026, 2.057933, -0.168595], [1.293501, 1.210857, 1.008177], [-0.711795, -0.301639, 1.500538], [-3.137121, -0.495274, 0.233524], [-2.015969, 0.079195, -1.225470], [0.994414, 1.242109, 0.008180]],
  "forces_ev_per_angstrom": [[-1.1, -1.9, 1.6], [1.3, -0.9, -3.0], [-2.7, 0.6, -1.7], [0.0, -2.4, 1.9], [-0.2, 0.6, -1.0], [0.5, 0.9, -0.4], [0.6, -0.3, -0.2], [-0.4, -0.4, 0.9], [1.2, -1.2, 0.7], [-0.3, 0.7, -1.0], [-0.5, -0.5, 1.6], [2.2, 1.6, -0.5], [-0.4, 0.1, -0.3], [0.0, 3.1, 1.5]],
  "mulliken_charge": [-1.33, 0.32, -0.39, -0.64, 0.31, 0.34, 0.38, 0.25, 0.28, 0.27, 0.33, 0.24, 0.28, -0.63]
}